Entry 1:
10
Properties=species:S:1:pos:R:3:forces:R:3 method="wB97M-V/def2-TZVPD" smiles="O=c1cn[nH]n1O" spin_multiplicity=1 homo_lumo_gap_ev=9.59 e_above_lowest_kcal_mol=119.2 lumo_energy_ev=-0.80
O -1.32908 1.43963 -0.10254 0.7 -0.3 -0.6
C -0.32817 0.78258 0.03428 -0.9 0.4 2.6
C 1.07616 1.05296 0.08098 3.4 -2.5 -1.7
N 1.82601 -0.06193 -0.08361 -3.9 2.5 -0.5
N 0.82368 -1.08324 -0.28564 3.7 -0.9 3.9
N -0.31466 -0.56390 0.53491 -1.2 -1.3 -4.4
O -1.39960 -1.23940 -0.05760 -1.5 -0.9 0.8
H 1.54840 1.96752 -0.09395 0.6 1.4 0.3
H 1.34080 -1.86690 0.29299 -1.9 1.3 -1.4
H -1.89290 -0.75205 -0.76909 1.1 0.3 1.0



Entry 2:
10
Properties=species:S:1:pos:R:3:forces:R:3 method="wB97M-V/def2-TZVPD" smiles="Nc1nc(=O)o[nH]1" spin_multiplicity=1 homo_lumo_gap_ev=10.52 e_above_lowest_kcal_mol=38.5 lumo_energy_ev=0.44
N 1.75751 1.32465 -0.97649 -0.3 -2.2 1.3
C 0.74275 0.54433 -0.37215 1.0 0.7 -0.5
N -0.51807 0.72315 -0.44706 -1.3 -0.3 -0.9
C -1.14079 -0.38828 0.23083 1.2 3.5 -0.4
O -2.27286 -0.62066 0.43754 -1.4 -0.5 -0.3
O -0.15413 -1.05845 0.81240 1.3 -2.3 1.4
N 1.06465 -0.57809 0.36753 -0.2 -0.2 -1.5
H 2.59431 0.75265 -1.24880 -1.4 1.2 0.1
H 1.37173 1.99609 -1.62084 0.3 -0.1 -0.2
H 1.70946 -0.54013 1.11015 0.8 0.2 1.0



Entry 3:
10
Properties=species:S:1:pos:R:3:forces:R:3 method="wB97M-V/def2-TZVPD" spin_multiplicity=1 homo_lumo_gap_ev=10.11 e_above_lowest_kcal_mol=84.0 lumo_energy_ev=0.51
N -1.85204 -0.03084 -0.05714 -0.1 0.1 0.1
C -0.55625 -0.00009 0.17660 0.1 -0.2 -0.1
N -0.12189 -1.25251 0.08220 -0.2 0.2 0.1
O 1.24453 -1.18674 -0.30845 0.3 0.1 0.0
C 1.64540 0.10576 -0.14218 0.3 0.2 -0.1
O 2.75530 0.51350 -0.31533 -0.5 -0.2 0.1
N 0.50844 0.84390 0.24793 0.0 0.1 0.0
H -1.36303 -1.36708 -0.29699 0.0 0.1 0.0
H -2.48815 0.56792 0.45911 0.1 -0.1 -0.1
H 0.49370 1.84981 0.18312 0.0 -0.1 0.0



Entry 4:
10
Properties=species:S:1:pos:R:3:forces:R:3 method="wB97M-V/def2-TZVPD" smiles="NNC(=O)N=C=O" spin_multiplicity=1 homo_lumo_gap_ev=10.05 e_above_lowest_kcal_mol=58.2 lumo_energy_ev=0.14
N -1.02713 -0.75253 0.32979 -0.2 -0.3 0.8
N 0.17682 -0.52769 -0.35467 0.5 -1.8 -1.3
C 1.32989 0.14939 0.27466 -1.4 -0.4 -2.2
O 2.40548 -0.33983 0.41065 -0.1 0.1 0.5
N 0.91783 1.45302 0.26666 0.2 0.7 0.9
C -0.26046 1.55201 -0.18189 0.0 3.4 1.5
O -1.23009 2.18143 -0.33634 0.7 -1.7 -0.8
H -0.98006 -1.55212 0.95478 0.1 -0.1 -0.1
H -1.77860 -0.91946 -0.33460 0.2 0.3 0.1
H 0.44633 -1.24422 -1.02905 0.1 -0.3 0.6



Entry 5:
11
Properties=species:S:1:pos:R:3:forces:R:3 method="wB97M-V/def2-TZVPD" smiles="Nc1noc(=O)n1S" spin_multiplicity=1 homo_lumo_gap_ev=10.05 e_above_lowest_kcal_mol=45.3 lumo_energy_ev=0.22
N -0.66322 1.62926 -0.79706 -1.9 5.8 3.4
C -0.03612 0.52362 -0.88408 0.8 -5.8 4.2
N 0.77720 -0.01673 -1.65772 2.2 -1.8 -2.7
O 1.15033 -1.41516 -1.16554 -0.9 2.2 0.9
C 0.63127 -1.52085 0.08832 -0.3 -1.9 1.9
O 0.83304 -2.40899 0.96625 -0.4 3.2 -3.8
N -0.26072 -0.42670 0.23942 1.4 -0.9 0.4
S -1.08361 -0.44129 1.73782 -1.9 0.7 -1.4
H -0.58650 2.41554 -1.43760 0.3 -0.7 -0.1
H -0.60969 1.99721 0.26538 -0.6 -1.1 -3.2
H -0.15197 -0.33591 2.64481 1.4 0.2 0.3



Entry 6:
11
Properties=species:S:1:pos:R:3:forces:R:3 method="wB97M-V/def2-TZVPD" smiles="O=c1o[nH]nc1NO" spin_multiplicity=1 homo_lumo_gap_ev=10.03 e_above_lowest_kcal_mol=67.2 lumo_energy_ev=0.10
O 0.08591 1.90261 0.18664 0.7 -0.6 -0.2
C -0.36057 0.79327 0.04766 -0.2 2.6 0.5
O -1.68569 0.62278 -0.10449 0.8 1.1 -0.5
N -1.89763 -0.72052 -0.25678 -1.2 -2.6 2.0
N -0.66840 -1.42325 -0.05539 -0.9 0.2 0.2
C 0.22964 -0.53847 0.11505 -1.1 0.2 -0.4
N 1.51209 -0.67391 0.50292 2.2 -0.4 -0.4
O 2.39491 -0.05828 -0.48521 -0.2 3.0 0.7
H -2.44090 -0.89287 0.64998 0.5 -0.5 -1.8
H 1.83405 -1.65714 0.58561 -0.3 1.0 -0.2
H 2.40898 1.00808 -0.32269 -0.4 -3.8 0.0



Entry 7:
11
Properties=species:S:1:pos:R:3:forces:R:3 method="wB97M-V/def2-TZVPD" spin_multiplicity=1 homo_lumo_gap_ev=9.71 e_above_lowest_kcal_mol=141.6 lumo_energy_ev=0.32
C 1.10144 -0.03419 -0.09660 3.6 2.0 1.2
C -0.06740 0.84444 0.04707 0.7 -4.2 -1.0
H 2.83520 -0.66781 0.66751 1.1 0.7 -0.1
H 2.72659 1.21963 -0.48140 0.4 -5.2 3.1
H -2.75397 0.01858 0.82179 0.9 -0.1 -1.3
N 2.47749 0.04526 0.05584 -1.0 7.5 -3.6
N 0.83754 -1.22191 -0.13540 -2.8 -6.8 0.6
N -0.96479 -0.18066 -0.07039 -6.1 2.4 0.3
O -0.56310 -1.41509 0.11510 1.9 -1.0 -0.8
O -2.40918 -0.06898 -0.11864 2.0 0.1 1.3
O -0.21069 1.99273 0.04592 -0.7 4.6 0.3



Entry 8:
11
Properties=species:S:1:pos:R:3:forces:R:3 method="wB97M-V/def2-TZVPD" smiles="[H]/N=c1/c(=O)o[nH]n1O" spin_multiplicity=1 homo_lumo_gap_ev=10.32 e_above_lowest_kcal_mol=117.2 lumo_energy_ev=-0.76
H 0.16814 -2.33904 0.73875 -1.9 1.4 -0.4
N -0.68357 -1.65692 0.65614 3.1 -0.1 0.0
C -0.23375 -0.48207 0.41477 -1.2 -2.5 3.6
C -1.21667 0.59336 0.51368 -3.8 1.5 -0.1
O -2.36607 0.46196 0.86276 2.5 1.1 -0.6
O -0.59729 1.80433 0.02615 -1.4 -3.6 1.2
N 0.50458 1.13811 -0.63619 1.6 1.8 0.2
N 1.09500 0.07417 0.29796 -2.3 -2.1 -4.0
O 1.40309 -1.01353 -0.84299 0.0 3.1 -0.2
H 1.06589 1.93602 -0.46008 2.0 0.6 -0.8
H 0.86065 -0.51638 -1.57095 1.4 -1.4 1.3



Entry 9:
11
Properties=species:S:1:pos:R:3:forces:R:3 method="wB97M-V/def2-TZVPD" spin_multiplicity=1 homo_lumo_gap_ev=9.79 e_above_lowest_kcal_mol=111.6 lumo_energy_ev=-0.58
C -1.51867 -0.04574 0.07132 -1.5 2.6 -1.2
C -0.16230 0.68101 -0.33712 -2.8 -2.5 1.9
H 1.56307 0.65290 1.35450 1.4 -3.1 -4.1
H 0.18097 -2.40774 -0.62613 1.1 2.0 1.5
H 0.95577 2.04537 -0.43808 0.1 0.9 -0.1
N 0.76790 -0.39676 -0.45412 2.4 1.3 1.5
N 0.13035 -1.59463 0.10435 -0.1 -1.2 -2.1
N -0.04826 1.92402 -0.26600 1.3 -0.5 -0.4
O 1.96796 -0.01213 0.42085 -3.5 1.8 2.2
O -1.26511 -1.37688 -0.18037 -1.6 1.4 1.5
O -2.57167 0.53058 0.35081 3.3 -2.7 -0.7



Entry 10:
12
Properties=species:S:1:pos:R:3:forces:R:3 method="wB97M-V/def2-TZVPD" spin_multiplicity=3 homo_lumo_gap_ev="8.42 / 8.19" e_above_lowest_kcal_mol=1.2 lumo_energy_ev="0.33 / -2.14" s2=2.01
C 0.72184 2.74458 0.35720 1.8 1.0 0.7
C -0.42083 0.73609 -0.08524 0.7 -2.3 -0.7
N 1.58027 3.50204 0.31829 0.3 1.0 -0.8
N -0.06154 1.80062 0.78554 -3.0 -2.9 -0.9
N 1.88904 -1.01415 0.05486 0.8 -1.2 -2.1
O 1.48448 -2.33290 -0.00696 -2.2 0.5 2.5
O 1.77024 -0.47012 1.09250 0.0 1.8 2.7
O 0.08700 0.44905 -1.14473 -0.4 2.0 0.6
S -1.46524 -0.55504 0.64057 -0.6 0.7 1.2
H -0.60172 1.89556 1.63664 0.2 0.2 -0.1
H 1.94238 -2.70253 -0.69709 1.9 -1.4 -2.9
H -1.65218 -1.41995 -0.38128 0.5 0.7 -0.2



Entry 11:
10
Properties=species:S:1:pos:R:3:forces:R:3 method="wB97M-V/def2-TZVPD" smiles="[H]/N=c1/nc(S)[nH]o1" spin_multiplicity=1 homo_lumo_gap_ev=9.82 e_above_lowest_kcal_mol=29.8 lumo_energy_ev=0.41
H 0.35373 2.25842 -1.96556 0.2 0.2 0.2
N 0.58529 2.18263 -0.97081 -0.1 0.7 -0.9
C 0.20910 1.07201 -0.56619 0.2 -1.0 0.9
N 0.35816 0.56855 0.74345 -0.5 -0.9 -0.4
C -0.16179 -0.61689 0.70314 0.2 1.1 0.0
S -0.27644 -1.75649 2.01803 0.5 0.4 0.4
N -0.76354 -0.93836 -0.51178 0.3 -1.4 0.2
O -0.40803 0.09921 -1.37023 0.1 0.4 -0.1
H 0.55315 -1.02452 2.83510 -0.5 -0.4 -0.6
H -0.44964 -1.84457 -0.91515 -0.3 0.9 0.3



Entry 12:
11
Properties=species:S:1:pos:R:3:forces:R:3 method="wB97M-V/def2-TZVPD" smiles=Oc1nnc(S)n1S spin_multiplicity=1 homo_lumo_gap_ev=8.92 e_above_lowest_kcal_mol=44.8 lumo_energy_ev=-0.15
O -2.59278 -0.20453 0.26150 2.6 1.7 -1.6
C -1.25469 -0.49823 -0.09018 0.5 1.6 -0.5
N -0.80195 -1.66747 -0.24561 -3.8 -2.5 0.8
N 0.52087 -1.75564 -0.20158 1.6 -0.2 0.1
C 0.93005 -0.55533 -0.13131 3.1 3.1 -0.9
S 2.60644 0.16606 0.07254 -1.2 -1.0 -0.3
N -0.07325 0.37732 -0.26566 -3.8 0.1 1.5
S -0.25367 2.12133 -0.25120 2.2 -1.5 2.7
H -2.77759 0.75765 0.02224 0.4 -1.7 0.4
H 3.28700 -0.95278 -0.25123 -0.3 0.1 0.1
H 0.40957 2.21163 1.08049 -1.4 0.3 -2.3



Entry 13:
9
Properties=species:S:1:pos:R:3:forces:R:3 method="wB97M-V/def2-TZVPD" smiles=Sc1cnn[nH]1 spin_multiplicity=1 homo_lumo_gap_ev=9.25 e_above_lowest_kcal_mol=37.0 lumo_energy_ev=0.14
S 0.46009 1.24180 -1.69231 2.9 -0.2 1.4
C -0.04406 0.18056 -0.37279 0.2 0.0 -1.0
C 0.73354 -0.72490 0.31533 -3.9 1.2 1.9
N -0.06977 -1.16346 1.37842 -1.8 0.3 -1.9
N -1.32629 -0.71279 1.19442 2.5 -0.2 0.5
N -1.30871 0.12413 0.13019 1.9 -0.8 0.6
H 1.89284 1.24010 -1.13249 -3.0 0.2 -1.4
H 1.74867 -0.91522 0.22499 1.5 -0.5 0.0
H -2.08631 0.72978 -0.04576 -0.2 0.0 -0.1



Entry 14:
10
Properties=species:S:1:pos:R:3:forces:R:3 method="wB97M-V/def2-TZVPD" smiles="S=c1ncn(S)[nH]1" spin_multiplicity=1 homo_lumo_gap_ev=8.37 e_above_lowest_kcal_mol=20.2 lumo_energy_ev=0.00
S -3.09859 -0.55584 -0.21666 0.1 0.0 0.0
C -1.54750 -0.02987 -0.19097 0.0 0.5 -0.1
N -1.08088 1.30162 -0.25020 0.1 -0.3 0.1
C 0.19442 1.23567 -0.07894 0.0 -0.2 -0.1
N 0.67686 -0.03973 0.11767 0.0 0.5 0.0
S 2.22873 -0.54273 -0.36571 -0.1 0.0 0.0
N -0.44089 -0.83028 -0.10966 -0.1 -1.3 0.5
H 0.88577 2.06748 -0.10666 0.0 0.0 0.1
H 2.66475 -0.84566 0.86608 0.0 0.0 0.0
H -0.48267 -1.76066 0.33505 0.1 0.9 -0.4



Entry 15:
10
Properties=species:S:1:pos:R:3:forces:R:3 method="wB97M-V/def2-TZVPD" smiles=Sc1nncn1S spin_multiplicity=1 homo_lumo_gap_ev=9.40 e_above_lowest_kcal_mol=19.9 lumo_energy_ev=0.24
S 0.70259 1.89014 -0.52685 0.2 0.1 0.1
C 0.61458 0.32579 0.25216 -0.1 -0.1 0.1
N 1.45533 -0.15344 1.12770 0.1 0.2 -0.2
N 1.02044 -1.39990 1.49075 -0.6 -0.1 -0.3
C -0.08030 -1.63282 0.83073 0.2 0.4 0.1
N -0.40163 -0.56561 0.02148 0.4 -0.2 0.3
S -1.78723 -0.50212 -1.00643 0.2 0.0 0.1
H 1.84733 2.24200 0.10461 -0.3 -0.2 -0.1
H -0.70631 -2.49819 0.90728 -0.1 -0.3 0.0
H -1.51152 0.72266 -1.45613 0.0 0.1 -0.1



Entry 16:
10
Properties=species:S:1:pos:R:3:forces:R:3 method="wB97M-V/def2-TZVPD" spin_multiplicity=1 homo_lumo_gap_ev=7.73 e_above_lowest_kcal_mol=73.5 lumo_energy_ev=3.46 charge=-1
C 1.55987 -0.35671 -0.38570 -0.5 1.2 -1.4
C 0.33070 -0.27994 -0.97998 -0.9 0.2 -0.3
N 1.48784 -1.31185 0.53122 3.0 0.2 1.3
N 0.29513 -1.78331 0.52956 -1.0 -1.6 0.6
N -0.42516 -1.20881 -0.38491 -2.1 0.3 -0.7
N -3.12330 -1.13980 -0.00469 -0.6 3.8 -0.2
O -3.28052 0.12664 0.10162 1.0 -5.4 0.5
H 2.30973 0.32855 -0.72366 1.1 -0.2 0.7
H -0.09769 0.42454 -1.68854 0.2 -0.3 0.0
H -2.59263 -1.64608 0.79113 -0.2 1.7 -0.5



Entry 17:
13
Properties=species:S:1:pos:R:3:forces:R:3 method="wB97M-V/def2-TZVPD" smiles=OOSCn1nnnc1[S-] spin_multiplicity=1 homo_lumo_gap_ev=7.62 e_above_lowest_kcal_mol=0.0 lumo_energy_ev=3.31 charge=-1
O -1.20281 2.44147 -0.15313 -1.0 -1.0 -2.2
O -0.19832 2.78262 0.70320 2.1 -0.7 2.2
S 0.16608 1.39802 1.61128 0.9 -0.2 -1.0
C 1.13672 0.19520 0.36215 -1.9 0.0 1.1
N 0.36466 -1.00088 0.09897 -0.5 -0.2 0.7
N 0.14980 -2.02900 0.96799 0.4 -0.4 0.7
N -0.76626 -2.79555 0.43828 1.8 1.3 0.9
N -1.16862 -2.29633 -0.69907 -0.7 1.3 -2.0
C -0.50444 -1.12176 -0.92080 -0.1 -1.4 1.0
S -0.54286 0.12438 -2.02439 -0.8 0.5 -2.1
H -0.72488 1.71645 -0.69859 -1.4 0.7 -0.2
H 1.98733 -0.09109 0.92036 1.0 -0.1 0.4
H 1.30359 0.67645 -0.60624 0.2 0.1 0.5



Entry 18:
13
Properties=species:S:1:pos:R:3:forces:R:3 method="wB97M-V/def2-TZVPD" smiles="Cc1nnnn1S(=O)(=O)[O-]" spin_multiplicity=1 homo_lumo_gap_ev=10.02 e_above_lowest_kcal_mol=0.0 lumo_energy_ev=3.88 charge=-1
C -1.74049 -0.14501 0.08028 1.0 1.1 -2.0
C -0.52843 0.71284 -0.04885 0.2 0.5 0.4
N -0.57359 2.04619 -0.13875 -2.0 -1.2 0.5
N 0.66207 2.45219 -0.11428 0.6 2.3 -0.6
N 1.50569 1.55117 -0.09747 0.8 -3.3 0.5
N 0.75054 0.32181 -0.02856 0.1 2.4 0.1
S 1.42910 -1.30196 -0.02787 1.7 0.6 -0.1
O 0.94089 -1.75525 -1.29504 0.1 -0.4 -0.8
O 2.84737 -1.03600 0.11884 -1.0 -0.2 -0.4
O 0.80290 -1.92377 1.09255 -0.6 -0.3 1.0
H -1.41360 -1.14768 -0.13162 -0.7 -0.5 -0.8
H -2.12662 -0.16900 1.02649 -0.4 0.1 3.0
H -2.55583 0.39445 -0.43572 0.4 -1.0 -0.7



Entry 19:
16
Properties=species:S:1:pos:R:3:forces:R:3 method="wB97M-V/def2-TZVPD" spin_multiplicity=1 homo_lumo_gap_ev=7.40 e_above_lowest_kcal_mol=41.3 lumo_energy_ev=2.91 charge=-1
C 1.04559 -0.24278 -0.84780 0.1 -0.6 -0.5
C -1.18159 0.84926 0.36396 0.4 0.0 1.8
N 1.57922 -1.21606 -0.19532 0.4 1.6 0.7
N -0.56623 1.44703 1.53707 0.8 1.4 -3.9
N -1.46633 1.46191 -0.79329 0.0 4.5 -1.0
N 1.74235 -2.59406 -0.36567 -0.3 1.3 -2.0
O 2.63391 -2.82688 -1.20215 -1.2 -0.7 1.3
O 0.00307 2.55456 1.42909 -0.8 -1.1 0.8
O -0.45881 0.69768 2.51454 -0.4 -0.5 0.7
O -1.22828 2.73551 -0.96902 0.2 -2.2 1.0
O -2.01797 0.86932 -1.72132 -0.1 -1.6 -0.1
O 1.12008 -3.36232 0.33880 0.8 0.5 -0.6
O -1.65732 -0.39365 0.58909 1.0 0.0 2.8
H 1.41959 0.82785 -0.52173 -1.1 -2.2 -0.6
H 0.30852 -0.37355 -1.74927 1.4 0.3 1.7
H -1.27582 -0.43381 1.59302 -1.0 -0.6 -2.2



Entry 20:
11
Properties=species:S:1:pos:R:3:forces:R:3 method="wB97M-V/def2-TZVPD" smiles="O=C/N=c1/nn[nH][nH]1" spin_multiplicity=1 homo_lumo_gap_ev=9.79 e_above_lowest_kcal_mol=64.0 lumo_energy_ev=0.24
O 0.16905 -0.53732 -2.04574 1.6 -0.8 0.3
C -0.74054 0.28968 -1.88721 -1.9 0.7 0.2
N -1.23376 0.79896 -0.73078 1.6 -0.1 0.7
C -0.47298 0.45329 0.36461 -0.9 1.9 -1.6
N -0.56717 0.95822 1.68458 -1.4 -1.0 -1.4
N 0.18613 0.22956 2.38838 1.3 -0.1 0.6
N 0.84517 -0.62086 1.61171 -0.3 0.5 -0.1
N 0.55422 -0.36679 0.32398 0.4 -1.6 -0.9
H -1.26817 0.60473 -2.82448 0.2 0.0 0.9
H 1.72059 -1.00940 1.87062 0.6 -0.3 0.5
H 0.80744 -0.80008 -0.75567 -1.2 0.8 0.8